No. 1
81
Properties=species:S:1:pos:R:3:forces:R:3:lowdin_charge:R:1 method="wB97M-V/def2-TZVPD" max_force_ev_per_a=0.18 relative_energy_ev=0.000 total_charge=+3 multiplicity=5 total_energy_ha=-7813.667671 homo_lumo_gap_ha="0.275 / 0.184" lumo_energy_ev="-7.9 / -10.6"
Pt 1.912 1.283 0.567 0.17 -0.03 -0.02 0.81
Se -3.591 -0.298 -3.139 0.02 -0.03 -0.02 0.72
Se -0.192 2.564 0.895 0.00 -0.03 0.04 0.45
S 2.536 -0.217 2.152 -0.04 0.07 0.05 0.72
P -1.466 0.801 0.510 -0.04 -0.01 -0.02 0.73
P -2.244 -1.859 -2.408 -0.06 0.04 0.06 0.70
O 3.943 1.332 -0.563 -0.13 0.07 -0.07 -0.05
N 5.067 -0.512 2.860 -0.01 -0.01 0.00 0.09
N 4.976 4.640 -0.114 -0.03 -0.02 0.02 -0.07
N 1.356 -0.992 -1.395 0.14 -0.05 0.07 0.00
N 0.797 -0.153 -0.540 0.00 -0.13 -0.06 -0.24
N 3.327 5.410 1.362 0.01 0.01 0.01 0.25
N 3.412 3.186 0.588 0.05 0.12 0.12 0.07
N 0.422 -1.616 -2.051 0.01 -0.01 -0.10 0.04
C -4.116 -4.858 0.453 0.00 0.00 0.00 -0.04
C -2.345 -3.932 -4.199 0.01 0.01 0.00 -0.06
C 5.283 3.398 -0.813 0.03 0.00 0.01 0.01
C 3.891 4.458 0.634 0.05 -0.02 -0.08 -0.38
C -5.419 1.016 -0.327 0.00 0.02 -0.01 -0.07
C -0.716 -2.643 -6.062 0.00 -0.01 0.00 -0.04
C -1.779 0.542 3.254 -0.09 0.08 0.00 -0.09
C 4.016 0.339 2.914 -0.03 -0.03 0.01 -0.61
C -2.199 -3.966 -0.688 -0.01 0.02 0.00 -0.10
C -3.038 1.316 -0.167 -0.02 -0.01 0.04 -0.39
C -4.382 -2.951 -0.986 0.01 0.04 0.01 -0.09
C -2.033 -0.185 4.405 0.00 0.03 0.00 -0.04
C -2.120 -2.219 3.116 -0.01 0.00 0.04 -0.04
C 4.189 2.514 -0.277 -0.03 -0.04 -0.01 -0.49
C -0.982 -2.026 -4.856 0.01 0.01 0.02 -0.09
C -3.019 -2.988 -1.262 0.03 -0.03 0.01 -0.39
C -4.193 0.607 0.178 0.00 0.02 0.04 -0.09
C -1.700 -0.116 2.028 0.02 -0.14 -0.09 -0.37
C 6.427 0.879 4.177 -0.01 -0.04 -0.03 0.01
C 5.683 5.900 -0.310 0.01 0.00 0.00 0.02
C -3.115 2.431 -1.004 0.01 0.02 -0.04 -0.12
C -1.867 -1.501 1.960 0.05 -0.01 -0.03 -0.07
C 6.248 -0.279 3.460 -0.01 0.06 0.03 0.01
C -4.346 2.833 -1.494 0.03 0.00 -0.01 -0.06
C 5.371 1.784 4.254 0.02 -0.01 0.00 0.02
C -5.494 2.127 -1.156 -0.01 -0.02 0.02 -0.05
C -4.926 -3.888 -0.118 0.02 -0.01 0.00 -0.04
C -1.790 -2.681 -3.918 -0.01 -0.03 -0.03 -0.38
C -1.256 -3.895 -6.338 0.00 0.00 0.00 -0.03
C -2.204 -1.562 4.337 0.00 -0.03 -0.03 -0.03
C 4.167 1.522 3.617 0.00 -0.04 -0.02 -0.05
C -2.755 -4.902 0.166 0.00 0.01 0.00 -0.05
C -0.548 -0.224 -0.633 -0.11 0.11 0.03 -0.42
C -0.783 -1.169 -1.626 -0.06 0.01 -0.01 -0.40
C -2.066 -4.537 -5.412 0.00 0.02 0.01 -0.04
H -2.105 0.323 5.356 0.01 0.01 0.02 0.12
H 7.004 -1.042 3.343 0.02 0.00 0.01 0.16
H -0.555 -1.057 -4.636 0.00 0.01 0.01 0.11
H 3.334 2.206 3.677 0.00 0.00 0.01 0.12
H -2.223 2.986 -1.270 0.01 0.00 0.01 0.09
H -0.087 -2.152 -6.790 0.01 0.01 -0.01 0.12
H 5.210 3.503 -1.897 -0.01 -0.01 0.02 0.16
H -5.015 -2.207 -1.452 -0.01 0.01 -0.01 0.08
H 7.369 1.063 4.672 0.01 0.00 0.01 0.14
H -4.411 3.702 -2.134 0.00 0.01 -0.01 0.12
H -4.146 -0.239 0.851 0.03 -0.02 0.01 0.11
H -1.659 1.617 3.311 0.01 0.01 0.00 0.09
H 6.275 3.017 -0.563 -0.01 0.00 -0.01 0.16
H 5.911 6.360 0.651 0.00 0.01 0.00 0.10
H -1.043 -4.373 -7.284 0.00 0.00 -0.01 0.12
H 6.624 5.692 -0.811 0.00 0.01 0.00 0.11
H 3.654 6.362 1.334 0.00 0.00 0.00 0.13
H -4.549 -5.595 1.116 -0.01 -0.01 0.01 0.12
H -2.404 -2.124 5.239 0.00 0.00 0.02 0.12
H -2.254 -3.291 3.063 0.00 -0.01 0.00 0.11
H 4.953 -1.378 2.342 -0.01 0.01 0.01 0.17
H -6.455 2.452 -1.532 -0.01 0.01 -0.01 0.13
H -6.317 0.478 -0.055 -0.01 -0.01 0.00 0.12
H 5.101 6.584 -0.928 0.01 0.01 0.00 0.11
H -1.140 -4.002 -0.919 0.02 -0.01 -0.01 0.12
H 5.487 2.695 4.826 0.00 0.02 0.01 0.14
H -2.133 -5.674 0.599 0.01 -0.01 0.00 0.12
H 2.480 5.214 1.867 0.00 0.00 -0.01 0.13
H -2.982 -4.431 -3.480 -0.01 0.00 0.01 0.11
H -5.985 -3.869 0.098 -0.02 0.00 0.00 0.12
H -2.484 -5.509 -5.635 0.00 -0.01 0.00 0.12
H -1.797 -2.023 1.015 0.00 0.01 -0.02 0.08

---

No. 2
78
Properties=species:S:1:pos:R:3:forces:R:3:lowdin_charge:R:1 method="wB97M-V/def2-TZVPD" max_force_ev_per_a=0.69 relative_energy_ev=1.157 total_charge=+1 total_energy_ha=-3030.452769 homo_lumo_gap_ha="0.198 / 0.198" lumo_energy_ev="-5.3 / -5.3"
Os 1.028 -1.855 1.238 -0.63 -0.25 -0.15 1.38
S -2.373 4.332 -2.252 0.01 0.04 0.01 0.81
P -1.821 -0.453 -0.334 -0.06 0.09 0.03 1.08
P 1.112 0.043 -0.081 0.02 0.00 0.00 0.87
O 0.941 -3.818 2.123 -0.05 0.16 -0.29 -0.08
O -0.916 -7.462 -0.384 -0.09 -0.08 0.00 0.21
O 0.416 -2.851 -0.275 -0.05 -0.12 0.07 -0.18
O -1.138 -4.920 -1.934 0.13 0.17 -0.01 0.17
O 2.387 -1.102 2.776 0.29 -0.09 0.15 -0.03
O -0.052 -6.706 2.366 0.10 0.12 0.11 0.19
N -0.442 0.647 -0.280 0.00 -0.05 0.07 -0.43
C 2.761 2.932 2.270 0.00 0.01 0.00 -0.06
C -5.134 1.861 -0.625 0.00 0.01 0.02 -0.07
C 2.855 -1.747 1.846 0.07 -0.02 -0.02 -0.48
C 1.799 -0.393 -1.696 -0.04 -0.02 0.00 -0.35
C -4.436 2.034 1.673 0.01 0.00 -0.01 -0.07
C -4.075 0.997 -0.876 0.02 -0.01 0.02 -0.11
C -0.721 -0.837 2.317 0.34 0.11 -0.15 -0.26
C -0.620 -5.058 -0.861 -0.14 -0.67 0.03 -0.26
C 2.848 -1.316 -4.099 0.00 0.00 0.01 -0.06
C -1.550 4.241 -3.856 0.00 -0.04 -0.01 -0.41
C -0.933 4.374 -1.137 -0.02 -0.04 -0.01 -0.47
C -0.608 -6.378 -0.015 0.16 0.44 0.12 -0.20
C 2.653 2.350 -0.444 0.02 0.02 0.00 -0.09
C -3.183 0.660 0.139 -0.04 0.03 0.01 -0.38
C 1.477 -1.178 -3.949 -0.01 0.01 0.00 -0.05
C 3.327 3.803 1.349 0.00 -0.01 -0.01 -0.06
C -1.279 -2.766 3.685 -0.09 -0.04 -0.03 -0.04
C -0.585 -1.582 3.515 -0.03 -0.07 0.00 -0.05
C 3.178 -0.540 -1.850 0.01 0.01 0.00 -0.11
C 0.950 -0.721 -2.748 0.01 -0.01 -0.01 -0.08
C -3.377 1.181 1.420 0.01 0.00 -0.01 -0.09
C 4.204 -2.267 1.576 0.07 0.14 0.11 0.01
C -1.575 -1.311 1.280 0.08 -0.07 -0.09 -0.41
C 3.274 3.511 -0.007 -0.01 -0.01 0.01 -0.05
C -2.250 -2.508 1.476 -0.01 -0.03 0.00 -0.08
C 2.074 1.473 0.474 0.03 -0.03 0.01 -0.32
C -0.815 3.130 -0.263 -0.01 -0.01 0.01 -0.24
C -5.312 2.378 0.648 0.01 -0.01 -0.01 -0.06
C 3.701 -0.997 -3.048 -0.01 0.00 0.01 -0.06
C 0.379 -4.579 1.259 0.18 0.01 0.38 -0.29
C 2.137 1.774 1.835 -0.05 0.01 0.03 -0.09
C -0.609 1.876 -1.097 0.05 -0.03 -0.04 -0.28
C -0.057 -5.999 1.404 -0.23 -0.37 -0.37 -0.23
C 0.086 -4.111 -0.005 0.09 0.59 -0.07 -0.24
C -2.122 -3.213 2.672 0.02 0.03 0.05 -0.02
H -0.038 4.501 -1.750 -0.01 0.02 -0.01 0.08
H 4.380 -2.306 0.503 0.01 -0.03 0.00 0.08
H 2.807 3.154 3.328 0.00 0.00 -0.01 0.11
H -1.159 -3.344 4.590 0.00 0.01 0.00 0.13
H 3.813 4.709 1.688 -0.01 -0.01 0.00 0.11
H -3.939 0.584 -1.870 0.00 0.01 0.01 0.10
H 0.812 -1.432 -4.764 0.00 0.00 0.01 0.11
H 3.849 -0.277 -1.038 -0.01 0.01 0.00 0.10
H 2.618 2.133 -1.504 0.01 -0.01 0.00 0.11
H 4.969 -1.683 2.086 -0.03 0.01 0.02 0.11
H -2.675 -4.135 2.808 -0.01 0.01 0.00 0.13
H -1.717 3.018 0.342 0.01 -0.01 -0.01 0.10
H -1.464 1.744 -1.765 -0.04 -0.01 -0.03 0.08
H 1.703 1.104 2.566 0.00 0.04 -0.04 0.08
H 0.025 3.256 0.426 0.00 0.00 0.01 0.10
H -2.698 0.925 2.225 -0.03 0.02 0.00 0.10
H -4.584 2.433 2.668 0.00 0.00 -0.01 0.11
H -0.124 -0.637 -2.632 0.00 0.00 -0.01 0.08
H 0.063 -1.207 4.296 0.03 -0.01 -0.01 0.13
H -0.946 3.339 -3.947 0.00 0.00 0.00 0.03
H 3.256 -1.672 -5.035 0.00 0.00 0.00 0.11
H 4.214 -3.291 1.964 0.01 -0.01 -0.03 0.11
H -0.933 5.121 -4.030 0.00 0.00 0.01 0.04
H -6.137 3.049 0.847 0.00 -0.01 0.00 0.11
H -0.379 0.191 2.270 -0.13 0.06 0.12 0.09
H -5.815 2.126 -1.422 0.01 0.00 0.00 0.11
H 4.771 -1.099 -3.168 -0.01 0.00 0.00 0.11
H 0.261 1.996 -1.749 0.00 0.00 0.01 0.10
H -1.022 5.260 -0.510 0.00 0.00 0.01 0.07
H -2.333 4.213 -4.612 0.00 0.00 0.01 0.03
H 3.716 4.187 -0.727 0.00 0.00 0.01 0.11
H -2.896 -2.888 0.692 0.03 -0.02 0.00 0.13

---

No. 3
72
Properties=species:S:1:pos:R:3:forces:R:3:lowdin_charge:R:1 method="wB97M-V/def2-TZVPD" max_force_ev_per_a=2.62 total_charge=+1 multiplicity=4 total_energy_ha=-2366.777299 homo_lumo_gap_ha="0.267 / 0.256" lumo_energy_ev="-3.3 / -4.4"
Sb -1.009 -2.210 -2.284 -1.10 0.24 -0.20 1.51
Sb 0.731 1.151 0.699 0.05 1.19 0.29 1.52
Tc -1.396 -0.187 1.570 -0.17 -0.87 -1.38 0.65
S -1.211 0.945 3.354 0.28 0.16 0.98 0.17
N -1.241 4.854 -4.550 -0.14 -0.46 0.65 0.16
C 0.694 3.277 1.096 -0.26 -0.71 -1.53 -0.34
C -2.020 3.460 -2.484 -0.28 -1.85 -1.43 -0.20
C 0.785 4.149 -0.028 0.33 0.01 2.60 -0.11
C 0.923 0.895 -1.405 -1.21 0.62 0.18 -0.35
C 2.615 0.440 1.313 0.21 0.90 -0.95 -0.39
C 0.724 5.524 0.264 0.55 -0.61 -1.00 -0.08
C 3.735 0.801 0.531 -1.00 0.22 -0.71 -0.12
C 0.434 5.959 1.545 0.51 0.67 0.46 -0.07
C -2.316 3.998 -1.269 0.77 -0.05 0.74 -0.03
C -1.793 -2.394 2.650 0.06 -0.81 0.24 -0.14
C -0.617 -4.273 -1.923 1.30 2.17 -0.15 -0.44
C 5.099 -0.380 2.104 -1.29 0.97 -1.12 -0.06
C -0.480 -2.557 2.199 0.01 0.89 -0.79 -0.09
C 4.014 -0.632 2.916 -0.14 -0.79 0.10 -0.07
C -0.205 -2.294 0.840 -0.14 -0.56 0.15 -0.17
C 0.459 3.718 2.387 -0.21 0.29 -0.11 -0.17
C -2.589 3.202 -0.174 -0.55 -0.24 -0.28 -0.04
C 0.293 5.073 2.612 0.25 0.18 -0.16 -0.06
C -2.818 -2.257 1.719 -0.68 0.58 0.43 -0.10
C -2.225 2.045 -2.644 0.24 1.70 0.68 -0.02
C 1.556 -0.424 -1.694 0.48 -1.86 0.32 -0.38
C -0.287 -6.888 -1.094 1.67 -0.22 0.11 -0.07
C -1.694 -5.034 -1.652 -0.54 -1.49 -0.46 -0.16
C 2.747 -0.254 2.483 -1.63 -0.03 1.21 -0.15
C -2.579 1.259 -1.572 -0.18 0.54 0.08 -0.08
C -1.534 -6.388 -1.317 -1.96 -0.09 0.44 -0.08
C 0.848 -1.269 -2.756 0.51 0.12 -0.90 -0.39
C -3.033 1.023 0.942 -0.83 0.02 -0.11 -0.25
C -1.233 -2.023 -0.122 0.70 0.11 0.83 -0.43
C 4.980 0.363 0.916 0.45 0.04 -0.07 -0.06
C 0.670 -4.744 -1.777 -0.10 -0.72 0.32 -0.14
C 0.816 -6.036 -1.338 0.27 -0.94 -0.36 -0.07
C -2.733 1.836 -0.290 0.33 -0.51 0.43 -0.30
C -1.578 4.241 -3.631 -0.15 0.18 0.03 -0.16
C -2.549 -1.970 0.380 0.13 -0.56 -1.56 -0.23
H 0.825 -2.430 0.526 -0.08 0.09 -0.13 0.10
H -2.775 0.218 -1.784 0.01 -0.21 0.31 0.06
H -3.276 1.627 1.833 -0.07 -0.02 -0.85 0.02
H 0.166 5.402 3.639 -0.12 0.22 -0.26 0.11
H 1.060 6.239 -0.500 -0.60 -0.23 0.29 0.12
H 1.772 -0.419 3.053 1.69 -0.09 -0.39 0.10
H 5.868 0.593 0.297 -0.62 -0.25 0.51 0.12
H -2.800 3.676 0.763 0.15 0.15 0.48 0.12
H 0.287 -2.839 2.906 0.20 0.18 -0.11 0.13
H 4.140 -1.232 3.815 -0.03 0.25 -0.11 0.11
H 3.561 1.372 -0.419 0.42 -0.50 1.02 0.12
H 1.500 -1.044 -0.793 0.39 0.13 0.11 0.04
H 0.499 7.034 1.731 -0.33 -0.35 0.02 0.12
H 1.069 3.736 -0.974 -0.10 0.20 -0.51 0.08
H -0.083 -7.923 -0.753 -0.38 0.77 -0.40 0.12
H 1.549 -4.167 -1.994 0.19 0.30 -0.13 0.09
H 0.382 3.060 3.238 0.09 -0.26 -0.11 0.03
H -2.077 1.618 -3.601 0.08 -0.41 -0.87 0.11
H -3.851 -2.332 2.015 -0.16 0.22 0.30 0.13
H -1.969 -2.527 3.708 -0.37 -0.01 -0.05 0.13
H 1.825 -6.418 -1.354 0.07 -0.31 0.50 0.11
H -3.358 -1.869 -0.379 0.45 0.09 0.95 0.12
H 2.628 -0.368 -1.907 -0.18 0.24 -0.07 0.12
H -2.647 -4.612 -1.870 -0.90 -0.04 0.15 0.08
H -3.929 0.421 0.679 0.56 -0.10 0.46 0.08
H -2.448 -7.017 -1.210 0.89 0.49 0.00 0.13
H 6.029 -0.776 2.305 1.86 -0.68 0.80 0.09
H -2.154 5.013 -1.056 -0.04 1.40 -0.14 0.11
H 1.480 -2.039 -3.236 0.00 0.22 0.54 0.06
H 0.591 -0.621 -3.596 -0.19 0.04 -0.07 0.05
H -0.141 0.875 -1.660 0.09 -0.08 -0.21 0.01
H 1.300 1.754 -1.941 0.44 0.15 -0.06 0.07